Record 1
ORCA calculation (ωB97M-V/def2-TZVPD) on a cluster of 2 separate species, C5H7NO in total.

Summary:
Net charge: 0
Frontier orbital gap (spin up / spin down): 7.6 / 7.6 eV
Multiplicity: 1
Energy: -8831.5914 eV
HOMO (spin up / spin down): -0.349 / -0.349 hartree

CARTESIAN COORDINATES (ANGSTROEM)
C  1.626  -0.080  -0.461
C  0.595  -0.256  -1.497
C  -1.443  -0.141  0.544
C  -0.698  -0.546  1.780
O  0.123  0.151  2.331
C  0.097  0.921  -2.081
N  -0.399  1.816  -2.647
H  2.529  0.116  -1.069
H  1.818  -0.992  0.109
H  1.510  0.779  0.211
H  -0.980  -0.663  -0.315
H  -1.386  0.940  0.392
H  -2.484  -0.474  0.549
H  -0.908  -1.570  2.153



Record 2
ORCA calculation (ωB97M-V/def2-TZVPD) on a structure of composition C3H2BiLiO3.

Summary:
Net charge: 0
Frontier orbital gap (spin up / spin down): 6.0 / 6.0 eV
Multiplicity: 1
Energy: -15324.8835 eV
HOMO (spin up / spin down): -0.250 / -0.250 hartree

CARTESIAN COORDINATES (ANGSTROEM)
C  -1.588  -0.171  0.637
O  -2.561  0.559  0.264
H  -0.149  0.878  -0.625
Li  -3.699  -0.841  0.395
C  -0.243  0.248  0.268
O  0.717  -0.797  0.333
C  1.916  -0.648  -0.269
O  2.047  0.374  -0.990
Bi  4.056  -0.335  -1.439
H  -0.497  0.733  1.426



Record 3
ORCA calculation (ωB97M-V/def2-TZVPD) on a cluster of 3 separate species, C4H15NO3 in total.

Summary:
Net charge: 0
Frontier orbital gap: 10.3 eV
Multiplicity: 1
Energy: -12023.0842 eV
SMILES: CCCNCO.O.O
HOMO: -0.354 hartree

CARTESIAN COORDINATES (ANGSTROEM)
C  1.123  -0.315  1.671
C  -0.390  -0.062  1.590
C  -0.803  0.436  0.186
N  -0.982  -0.613  -0.834
C  -1.511  -0.116  -2.095
O  -2.853  0.306  -1.947
H  1.822  0.468  1.454
H  1.371  -1.196  0.998
H  1.299  -0.549  2.720
H  -0.699  0.799  2.177
H  -0.912  -0.974  1.877
H  -1.768  0.995  0.332
H  -0.110  1.268  -0.119
H  -0.131  -1.139  -1.040
H  -0.909  0.777  -2.379
H  -1.459  -0.961  -2.840
H  -3.242  -0.423  -1.443
O  3.422  3.416  -0.979
H  3.133  3.657  -0.094
H  4.210  2.857  -0.901
O  0.006  -3.187  0.442
H  -0.139  -2.883  1.341
H  -0.477  -2.560  -0.117



Record 4
ORCA calculation (ωB97M-V/def2-TZVPD) on an isolated molecule of C15H17NOS2.

Summary:
Net charge: 0
Frontier orbital gap: 9.2 eV
Multiplicity: 1
Energy: -41039.6667 eV
SMILES: Cc1ccc(CSCC(=O)NCc2cccs2)cc1
HOMO: -0.316 hartree

CARTESIAN COORDINATES (ANGSTROEM)
C  -5.861  0.512  -0.773
C  -4.436  0.086  -0.592
C  -3.386  0.856  -1.071
C  -2.072  0.456  -0.897
C  -1.784  -0.735  -0.241
C  -0.371  -1.153  -0.017
S  0.161  -0.771  1.701
C  0.081  1.049  1.640
C  1.145  1.557  0.686
O  0.882  2.069  -0.381
N  2.404  1.366  1.135
C  3.561  1.582  0.300
C  4.234  0.293  -0.055
C  3.756  -0.975  0.048
C  4.681  -1.951  -0.393
C  5.845  -1.409  -0.824
S  5.844  0.308  -0.699
C  -2.833  -1.507  0.248
C  -4.140  -1.102  0.071
H  -5.923  1.440  -1.334
H  -6.338  0.659  0.196
H  -6.422  -0.256  -1.305
H  -3.593  1.784  -1.584
H  -1.267  1.072  -1.271
H  0.317  -0.643  -0.691
H  -0.245  -2.232  -0.101
H  0.254  1.394  2.658
H  -0.913  1.342  1.302
H  2.542  0.839  1.985
H  3.200  2.089  -0.603
H  4.270  2.246  0.807
H  2.780  -1.220  0.429
H  4.478  -3.006  -0.387
H  6.712  -1.905  -1.212
H  -2.616  -2.426  0.772
H  -4.946  -1.712  0.452



Record 5
ORCA calculation (ωB97M-V/def2-TZVPD) on an isolated molecule of C4H6N2.

Summary:
Net charge: 0
Frontier orbital gap: 10.8 eV
Multiplicity: 1
Energy: -7223.2932 eV
SMILES: C[C@H]1N[C@@H]1C#N
HOMO: -0.366 hartree

CARTESIAN COORDINATES (ANGSTROEM)
C  -0.877  0.477  0.078
C  0.539  0.132  0.420
N  1.107  -1.240  0.651
C  1.664  -0.443  -0.382
C  3.030  0.043  -0.255
N  4.031  0.428  0.046
H  -1.036  0.534  -1.019
H  -0.939  1.534  0.529
H  -1.687  -0.136  0.499
H  0.930  0.826  1.134
H  0.656  -2.073  0.357
H  1.475  -0.683  -1.379



Record 6
ORCA calculation (ωB97M-V/def2-TZVPD) on a structure of composition C26H33EuO5.

Summary:
Net charge: -1
Frontier orbital gap (spin up / spin down): 5.6 / 6.6 eV
<S²>: 15.7606
Multiplicity: 8
Energy: -57065.3506 eV
HOMO (spin up / spin down): -0.123 / -0.158 hartree

CARTESIAN COORDINATES (ANGSTROEM)
O  0.248  -0.142  -4.550
C  0.210  1.067  -5.365
C  0.099  0.292  -6.671
H  1.125  1.666  -5.265
H  -0.680  1.674  -5.134
C  0.186  -0.947  -5.751
H  0.949  0.409  -7.347
H  -0.872  0.387  -7.165
C  1.445  -1.780  -5.920
H  2.352  -1.185  -5.776
H  1.449  -2.224  -6.923
H  1.442  -2.592  -5.185
C  -1.056  -1.808  -5.741
H  -1.946  -1.219  -5.499
H  -0.943  -2.606  -4.999
H  -1.197  -2.263  -6.727
Eu  -0.463  -0.455  1.564
C  -2.765  -1.226  2.594
C  -2.857  0.190  2.797
C  -3.079  0.808  1.528
H  -2.790  0.705  3.761
C  -3.133  -0.225  0.537
C  -2.967  -1.485  1.200
H  -3.016  -2.475  0.737
H  -2.547  -1.977  3.362
H  -3.227  1.882  1.354
H  -3.371  -0.084  -0.521
C  1.115  -2.667  2.747
C  0.030  -3.197  1.981
C  0.313  -2.965  0.596
H  -0.841  -3.722  2.381
C  1.569  -2.276  0.512
C  2.067  -2.109  1.841
H  3.033  -1.683  2.122
H  1.212  -2.708  3.832
H  -0.290  -3.315  -0.246
H  2.079  -1.980  -0.407
O  1.084  0.536  -2.316
C  -0.261  -0.043  -2.126
C  -1.283  1.064  -2.398
H  -0.375  -0.322  -1.047
H  -0.415  -0.936  -2.731
C  -0.447  2.339  -2.131
H  -2.161  0.970  -1.749
H  -1.647  1.007  -3.423
C  0.890  1.780  -1.608
H  -0.949  2.986  -1.408
H  -0.289  2.892  -3.065
H  0.747  1.572  -0.521
H  1.752  2.449  -1.707
O  2.296  3.072  4.060
C  1.900  2.477  5.192
C  2.343  2.968  6.430
C  1.903  2.379  7.605
C  1.057  1.268  7.571
C  0.656  0.737  6.345
C  1.048  1.348  5.155
C  0.613  0.804  3.865
O  -0.086  -0.267  3.906
O  0.910  1.357  2.738
H  1.849  2.547  3.321
H  3.017  3.815  6.455
H  2.227  2.786  8.561
H  0.702  0.802  8.490
H  0.034  -0.155  6.282



Maximum force, respectively: 1.00 2.98 2.28 0.59 4.85 2.67 eV/Å.
Energy above the lowest of the compared OMol25 structures with the same formula, charge and spin, respectively: 4.6115 0.0000 1.1340 0.0860 2.2977 0.5219 eV.